[1]
ORCA calculation (ωB97M-V/def2-TZVPD) on 8 unconnected molecules or ions with the total composition C16H52N4O8 at a distorted geometry.

The calculated total energy is -39772.1487 eV. As for the HOMO energy: -0.3364 hartree. The relative energy (zero: lowest compared OMol25 entry of this formula, charge and spin) is 2.496 eV. As for the SMILES: COC[C@H](C)N.COC[C@H](C)N.COC[C@H](C)N.COC[C@H](C)N.O.O.O.O. The orbital gap comes out at 0.34514 Ha.

Atoms and positions in Å:
C (-4.85, 2.29, -3.98)
O (-3.91, 3.09, -3.30)
C (-3.24, 2.41, -2.22)
C (-2.41, 3.40, -1.42)
C (-1.40, 2.88, -0.34)
N (-3.23, 4.38, -0.70)
H (-4.43, 1.39, -4.44)
H (-5.39, 2.90, -4.71)
H (-5.65, 1.94, -3.33)
H (-4.02, 1.98, -1.60)
H (-2.67, 1.55, -2.59)
H (-1.87, 4.03, -2.12)
H (-0.86, 3.54, 0.34)
H (-0.65, 2.25, -0.83)
H (-1.94, 2.19, 0.32)
H (-2.67, 5.03, -0.18)
H (-3.76, 4.88, -1.40)
C (-4.32, -3.08, 3.38)
O (-3.61, -2.17, 2.55)
C (-3.27, -2.70, 1.27)
C (-2.18, -1.93, 0.57)
C (-2.69, -0.59, -0.06)
N (-1.72, -2.73, -0.52)
H (-5.19, -3.56, 2.93)
H (-4.67, -2.48, 4.22)
H (-3.56, -3.82, 3.65)
H (-2.87, -3.69, 1.53)
H (-4.17, -2.83, 0.67)
H (-1.41, -1.70, 1.31)
H (-1.92, -0.03, -0.60)
H (-3.17, 0.12, 0.62)
H (-3.40, -0.94, -0.82)
H (-1.28, -3.57, -0.14)
H (-0.88, -2.30, -0.90)
C (2.12, 1.71, 2.51)
O (1.72, 1.59, 3.86)
C (2.04, 2.64, 4.66)
C (1.59, 2.38, 6.08)
C (0.08, 2.26, 6.27)
N (2.11, 3.41, 7.02)
H (1.33, 2.36, 2.11)
H (2.13, 0.82, 1.89)
H (3.12, 2.10, 2.28)
H (3.06, 3.03, 4.58)
H (1.38, 3.49, 4.41)
H (2.09, 1.45, 6.38)
H (-0.20, 1.99, 7.29)
H (-0.50, 1.54, 5.69)
H (-0.34, 3.25, 6.06)
H (1.29, 3.50, 7.62)
H (2.23, 4.29, 6.55)
C (4.09, -4.06, -0.82)
O (3.32, -3.60, -1.96)
C (4.01, -3.69, -3.17)
C (3.28, -3.11, -4.42)
C (3.21, -1.57, -4.38)
N (1.91, -3.70, -4.42)
H (5.01, -3.47, -0.82)
H (4.33, -5.09, -1.07)
H (3.49, -3.99, 0.08)
H (5.01, -3.24, -3.13)
H (4.27, -4.75, -3.27)
H (3.77, -3.56, -5.29)
H (2.86, -1.08, -5.28)
H (4.14, -1.09, -4.07)
H (2.62, -1.28, -3.51)
H (1.34, -3.31, -3.68)
H (1.41, -3.23, -5.17)
O (3.50, 1.50, -0.96)
H (3.07, 0.78, -0.48)
H (2.93, 1.66, -1.73)
O (1.32, 1.83, -2.61)
H (0.80, 2.61, -2.40)
H (1.81, 2.08, -3.40)
O (1.21, -0.36, -0.44)
H (0.66, 0.22, -0.96)
H (1.23, -1.20, -0.93)
O (0.92, -2.79, -1.53)
H (0.70, -3.35, -0.78)
H (1.81, -3.09, -1.81)

***

[2]
ORCA calculation (ωB97M-V/def2-TZVPD) on CH4N2O in the gas phase at a distorted geometry.

The calculated total energy is -6129.4927 eV. As for the HOMO energy: -0.3714 hartree. The relative energy (zero: lowest compared OMol25 entry of this formula, charge and spin) is 1.015 eV. As for the SMILES: NC(N)=O. The orbital gap comes out at 0.40029 Ha.

Atoms and positions in Å:
N (-0.29, 1.18, 0.35)
C (0.20, 0.02, 0.89)
N (0.06, -1.32, 0.00)
O (0.60, -0.09, 2.03)
H (-0.89, 1.08, -0.49)
H (-0.41, 2.07, 0.85)
H (0.36, -1.09, -0.89)
H (0.59, -1.84, 0.62)

***

[3]
ORCA calculation (ωB97M-V/def2-TZVPD) on C4H6N2 in the gas phase at a distorted geometry.

The calculated total energy is -7218.7096 eV. As for the HOMO energy (alpha / beta): -0.2638 / -0.3056 hartree. The relative energy (zero: lowest compared OMol25 entry of this formula, charge and spin) is 6.881 eV. The orbital gap (alpha / beta) comes out at 0.24976 / 0.31051 Ha.

Atoms and positions in Å:
C (-0.58, 0.17, -0.14)
C (-0.15, 1.49, -0.23)
C (0.86, -0.41, 0.02)
C (1.26, 1.06, 0.15)
N (-1.78, -0.29, -0.01)
N (-2.71, 0.57, 0.19)
H (1.04, -0.84, 1.01)
H (1.25, -0.82, -0.90)
H (2.12, 1.37, -0.35)
H (1.34, 1.36, 1.27)
H (-2.07, -1.30, -0.04)
H (-3.59, 0.08, 0.20)

***

[4]
ORCA calculation (ωB97M-V/def2-TZVPD) on a molecular structure, C26H46BaBrN2O6P.

The calculated total energy is -123000.5516 eV. As for the HOMO energy: -0.2530 hartree. The relative energy (zero: lowest compared OMol25 entry of this formula, charge and spin) is 0.021 eV. The orbital gap comes out at 0.25818 Ha.

Atoms and positions in Å:
Ba (-0.68, 0.93, -1.01)
C (-4.27, 2.25, -1.75)
C (-3.36, 3.35, -1.23)
O (-2.58, 2.95, -0.11)
C (-3.27, 2.74, 1.11)
C (-3.57, 1.27, 1.36)
O (-2.34, 0.58, 1.25)
C (-2.39, -0.83, 1.46)
C (-3.16, -1.56, 0.38)
O (-2.57, -1.28, -0.88)
C (-3.45, -1.32, -1.99)
C (-4.34, -0.09, -2.05)
O (-3.53, 1.05, -1.86)
H (-4.66, 2.55, -2.72)
H (-5.12, 2.08, -1.07)
H (-3.97, 4.22, -0.98)
H (-2.65, 3.62, -2.00)
H (-4.20, 3.32, 1.14)
H (-2.61, 3.10, 1.91)
H (-4.30, 0.90, 0.63)
H (-3.99, 1.15, 2.36)
H (-2.82, -1.06, 2.44)
H (-1.34, -1.13, 1.45)
H (-4.21, -1.27, 0.38)
H (-3.11, -2.63, 0.58)
H (-4.07, -2.23, -1.97)
H (-2.82, -1.35, -2.87)
H (-5.13, -0.12, -1.29)
H (-4.84, -0.06, -3.03)
Br (0.33, -2.43, -3.08)
C (-0.54, -1.24, -4.28)
C (-0.87, -1.66, -5.56)
C (-1.54, -0.75, -6.36)
C (-1.83, 0.51, -5.87)
C (-1.42, 0.84, -4.59)
N (-0.78, -0.04, -3.81)
C (-1.70, 2.23, -3.99)
O (-2.65, 2.85, -4.48)
O (-0.93, 2.56, -3.05)
H (-0.63, -2.66, -5.89)
H (-1.83, -1.03, -7.37)
H (-2.36, 1.25, -6.45)
C (4.23, -0.64, -0.57)
C (3.87, 0.26, 0.63)
C (5.08, 0.34, 1.55)
C (3.62, 1.65, 0.02)
P (2.23, -0.36, 1.38)
N (1.03, -0.03, 0.47)
C (2.41, -2.24, 1.66)
C (1.31, -2.72, 2.61)
C (3.75, -2.75, 2.19)
C (2.10, -2.93, 0.32)
C (2.06, 0.45, 3.10)
C (2.29, 1.96, 2.96)
C (0.59, 0.31, 3.54)
C (2.97, -0.08, 4.22)
H (5.02, -0.15, -1.14)
H (3.37, -0.76, -1.23)
H (4.59, -1.62, -0.28)
H (5.96, 0.63, 0.96)
H (5.31, -0.61, 2.04)
H (4.96, 1.09, 2.33)
H (4.49, 1.94, -0.57)
H (3.45, 2.42, 0.76)
H (2.75, 1.61, -0.65)
H (1.48, -2.42, 3.64)
H (1.29, -3.81, 2.59)
H (0.33, -2.36, 2.29)
H (4.03, -2.30, 3.14)
H (4.57, -2.59, 1.49)
H (3.68, -3.83, 2.35)
H (1.17, -2.53, -0.09)
H (1.99, -4.00, 0.49)
H (2.88, -2.79, -0.43)
H (1.70, 2.37, 2.15)
H (3.33, 2.21, 2.81)
H (1.97, 2.45, 3.89)
H (-0.07, 0.64, 2.73)
H (0.42, 0.94, 4.41)
H (0.32, -0.71, 3.81)
H (4.02, 0.00, 3.97)
H (2.76, -1.11, 4.48)
H (2.80, 0.52, 5.12)